(1)
17
Properties=species:S:1:pos:R:3 method="wB97M-V/def2-TZVPD" lumo_ev=-8.7 energy_ha=-268.08444 total_charge=+1 multiplicity=1
C -0.561 1.620 -0.081
C -1.030 0.281 0.471
C -0.713 -0.889 -0.511
C 0.468 -1.770 -0.050
N 1.576 -0.996 0.218
N 0.841 1.832 0.120
H -0.808 1.648 -1.152
H -1.104 2.452 0.347
H -2.081 0.307 0.691
H -0.516 0.056 1.397
H -0.402 -0.453 -1.446
H -1.565 -1.547 -0.719
H 0.683 -2.565 -0.762
H 0.217 -2.293 0.894
H 1.359 1.073 0.445
H 1.196 2.773 0.102
H 2.441 -1.528 0.033

(2)
127
Properties=species:S:1:pos:R:3 method="wB97M-V/def2-TZVPD" lumo_ev=1.2 energy_ha=-3651.54872 total_charge=-1 multiplicity=1
C 12.189 -2.909 -0.562
O 11.219 -1.772 -0.571
C 11.787 -0.641 0.235
C 10.696 0.572 0.428
C 10.088 1.153 -1.010
C 8.560 1.776 -0.852
C 7.615 1.557 -2.183
C 6.456 2.736 -2.331
C 4.943 2.102 -2.423
S 4.076 1.990 -0.726
O 4.588 3.157 0.161
O 4.555 0.633 -0.113
N 2.364 2.060 -1.064
S 1.419 2.368 0.380
O 1.766 1.418 1.577
O 1.662 3.887 0.731
C -0.446 2.119 0.045
C -0.698 0.563 -0.406
O 0.375 -0.241 -0.645
C -2.173 -0.152 -0.626
C -2.230 -1.289 -1.852
C -3.589 -2.155 -2.210
C -4.924 -1.845 -1.305
C -4.899 -0.731 -0.087
C -3.519 0.134 0.265
H 13.050 -2.667 -1.324
H 11.564 -3.858 -0.900
H 12.638 -3.092 0.507
H 12.829 -0.286 -0.205
H 12.028 -1.089 1.315
H 11.217 1.434 1.058
H 9.766 0.144 1.011
H 10.146 0.334 -1.877
H 10.852 2.008 -1.341
H 8.043 1.267 0.080
H 8.697 2.923 -0.585
H 7.085 0.513 -2.212
H 8.333 1.616 -3.130
H 6.548 3.584 -1.525
H 6.659 3.254 -3.387
H 4.973 1.074 -2.982
H 4.296 2.841 -3.089
H -0.989 2.407 1.068
H -0.819 2.908 -0.769
H -1.250 -1.480 -2.490
H -3.542 -2.960 -3.064
H -5.925 -2.452 -1.501
H -5.848 -0.525 0.595
H -3.472 0.940 1.133
C -8.034 2.606 -0.636
C -7.721 1.521 0.382
N -7.462 0.621 1.227
H -8.939 2.347 -1.191
H -8.190 3.561 -0.126
H -7.202 2.709 -1.338
C -8.825 -1.384 3.687
C -9.726 -1.282 4.907
N -10.473 -1.198 5.919
H -9.347 -1.907 2.881
H -8.549 -0.384 3.343
H -7.916 -1.937 3.940
C -8.756 -0.702 9.143
C -7.371 -0.637 9.766
N -6.222 -0.584 10.283
H -8.674 -0.728 8.053
H -9.276 -1.602 9.483
H -9.338 0.177 9.435
C -11.520 -0.334 -2.577
C -10.812 0.987 -2.832
N -10.225 2.082 -3.044
H -10.823 -1.051 -2.136
H -12.357 -0.182 -1.890
H -11.901 -0.741 -3.518
C -10.611 1.189 12.329
C -11.889 0.732 11.644
N -12.949 0.354 11.076
H -10.825 2.028 12.996
H -10.188 0.368 12.914
H -9.879 1.505 11.580
C -9.517 -5.050 9.556
C -9.609 -3.974 10.625
N -9.686 -3.081 11.513
H -10.474 -5.572 9.469
H -9.270 -4.597 8.592
H -8.740 -5.772 9.820
C 2.297 -3.361 -0.004
C 1.019 -3.817 -0.688
N -0.041 -4.196 -1.256
H 2.083 -2.521 0.663
H 2.720 -4.182 0.582
H 3.028 -3.044 -0.752
C 4.371 4.952 -5.406
C 5.745 4.302 -5.386
N 6.885 3.763 -5.369
H 3.743 4.518 -4.623
H 4.465 6.027 -5.232
H 3.896 4.788 -6.377
C 9.897 -1.249 -5.184
C 10.051 0.183 -4.700
N 10.179 1.372 -4.299
H 10.873 -1.654 -5.469
H 9.474 -1.868 -4.388
H 9.232 -1.281 -6.051
C 3.373 9.284 -6.796
C 3.310 8.667 -5.408
N 3.258 8.155 -4.257
H 4.043 8.701 -7.433
H 2.375 9.296 -7.244
H 3.746 10.310 -6.731
C -9.986 -4.522 1.217
C -10.453 -3.409 0.293
N -10.839 -2.485 -0.473
H -10.845 -5.108 1.557
H -9.294 -5.181 0.686
H -9.478 -4.097 2.086
C -0.022 -1.486 -5.405
C -1.532 -1.389 -5.557
N -2.784 -1.309 -5.684
H 0.462 -1.291 -6.365
H 0.326 -0.751 -4.674
H 0.254 -2.487 -5.063
C 11.954 -5.000 -4.612
C 10.513 -4.545 -4.450
N 9.317 -4.167 -4.317
H 12.292 -4.812 -5.634
H 12.598 -4.453 -3.918
H 12.032 -6.070 -4.402

(3)
43
Properties=species:S:1:pos:R:3 method="wB97M-V/def2-TZVPD" lumo_ev="0.7 / 0.4" energy_ha=-1207.94263 total_charge=0 multiplicity=1
Al -1.869 -0.053 0.356
C -3.503 -0.813 1.875
C -2.462 -0.463 2.778
C -2.207 0.904 2.630
C -3.101 1.425 1.652
C -3.930 0.365 1.215
H -3.972 -1.782 1.806
H -1.997 -1.125 3.491
H -1.488 1.480 3.195
H -3.236 2.468 1.409
H -4.760 0.444 0.532
C 4.164 1.172 0.641
C 2.692 1.581 0.696
P 1.398 0.295 0.351
C 1.903 -0.946 1.639
C 0.911 -2.087 1.873
C 2.089 -0.481 -1.180
C 1.177 -1.554 -1.786
H 4.799 2.020 0.902
H 4.451 0.843 -0.358
H 4.386 0.367 1.343
H 2.504 2.397 -0.007
H 2.448 1.973 1.687
H 2.024 -0.380 2.566
H 2.880 -1.353 1.368
H -0.073 -1.700 2.131
H 1.250 -2.729 2.689
H 0.793 -2.710 0.986
H 3.076 -0.899 -0.967
H 2.226 0.337 -1.893
H 1.226 -2.479 -1.212
H 1.475 -1.786 -2.810
H 0.133 -1.233 -1.796
C -1.767 -0.350 -3.742
O -2.450 -0.331 -2.492
C -2.224 0.617 -1.535
C -1.233 1.698 -1.896
H -0.818 0.180 -3.714
H -2.400 0.091 -4.514
H -1.581 -1.393 -3.993
H -1.491 2.182 -2.844
H -0.187 1.358 -1.966
H -1.257 2.453 -1.107

(4)
14
Properties=species:S:1:pos:R:3 method="wB97M-V/def2-TZVPD" lumo_ev=0.9 energy_ha=-320.76001 total_charge=0 smiles="N[C@@H]1[C@@H]2C=NN[C@H]12" multiplicity=1
N 0.997 -1.484 -0.930
C -0.364 -1.254 -0.459
C -1.094 0.193 -0.411
C -0.285 1.528 -0.507
N 0.538 1.500 0.444
N 0.646 0.272 1.096
C -0.491 -0.527 0.764
H 1.188 -1.010 -1.793
H 1.609 -1.059 -0.143
H -1.099 -1.954 -0.662
H -2.196 0.189 -0.682
H -0.735 2.453 -1.073
H 0.364 0.546 2.134
H -0.997 -0.817 1.618